C10H22Cl2HoO3P | ωB97M-V with the def2-TZVPD basis set

ORCA input file:
```
! wB97M-V def2-TZVPD RIJCOSX def2/J DEFGRID3
* xyz 2 5
C -2.62930 -0.68579 -1.81364
C -1.35743 -1.23686 -1.22522
H -2.45346 0.05834 -2.57592
H -3.29431 -0.32476 -1.02557
H -3.10323 -1.55535 -2.24580
O -0.64555 -0.42697 -0.42921
Cl -1.80373 -2.72873 -0.43795
Ho 1.46189 0.60041 1.36932
P 0.02906 -1.75012 -2.49067
C 0.92748 -0.47747 -3.43538
C 1.22231 -2.64142 -1.51128
H -1.49231 -3.54377 -2.99597
H -0.12880 -3.42558 -4.12630
H -1.49608 -2.30344 -4.28292
C -0.87410 -2.85553 -3.57413
H 0.72746 -3.10370 -0.64895
H 1.65727 -3.42351 -2.14522
H 1.32652 -0.94543 -4.33986
H 1.76438 -0.09089 -2.85280
H 2.00979 -1.96791 -1.15369
H 0.28646 0.35668 -3.73432
C 1.92086 2.14519 -0.32159
O 2.05870 2.80432 -1.26845
Cl 3.49475 -0.71615 1.28424
C -1.68795 0.38401 4.26623
C -1.45965 1.28983 3.07412
O -0.02914 1.35327 2.69854
C 0.85429 2.22774 3.47209
C 0.29895 3.64041 3.58579
H -1.57974 -0.66787 3.98836
H -2.71289 0.50876 4.63387
H -1.01874 0.60795 5.10419
H -1.93070 0.89903 2.15753
H -1.78006 2.30980 3.24657
H 0.99038 1.74985 4.44629
H 1.85560 2.24402 2.94366
H -0.49104 3.70202 4.33870
H 1.09768 4.30440 3.91546
H -0.08378 4.02461 2.63575
*
```

## Properties
Orbital gap (spin up / spin down) in eV: 5.83 / 5.90
HOMO (spin up / spin down) in eV: -14.71 / -14.72
Largest force on an atom in eV/A: 8.10
Expectation value of S²: 6.00